[1]
{"formula": "C7H10", "method": "ωB97M-V with the def2-TZVPD basis set", "orbital_gap_ha": 0.3797, "max_force_ev_per_a": 0.309, "de_lowest_ev": 2.545, "smiles": "C1C[C@H]2[C@@H]1[C@H]1C[C@@H]21", "homo_ev": -9.09, "total_charge": 0, "multiplicity": 1, "elements": ["H", "C", "H", "H", "H", "H", "C", "C", "H", "H", "C", "H", "H", "H", "C", "C", "C"], "positions_angstrom": [[1.972257, -1.484857, -0.650727], [-1.312644, 0.933468, 0.160698], [-0.000577, -0.837298, 1.678727], [1.796543, -1.071256, 1.830725], [0.345046, 1.946718, -0.979584], [-2.242581, -0.604268, -1.167254], [0.976483, -0.701315, 1.220021], [-0.029437, -0.355875, -1.066631], [-1.537491, -1.327881, 0.283348], [-1.387318, 1.078539, 1.242415], [1.184309, -0.850037, -0.255046], [2.204662, 1.091025, 0.608204], [-2.006829, 1.628511, -0.322259], [0.054534, -0.497680, -2.146743], [-1.438629, -0.504736, -0.431854], [1.306363, 0.514487, 0.409322], [0.115314, 1.042462, -0.413368]], "forces_ev_per_angstrom": [[-0.135, 0.107, 0.078], [-0.080, 0.093, 0.096], [0.143, 0.056, -0.108], [-0.121, 0.076, -0.106], [0.028, -0.211, -0.085], [0.119, 0.059, 0.107], [-0.062, -0.037, 0.146], [-0.002, -0.064, -0.143], [0.014, 0.159, -0.083], [-0.099, -0.224, -0.079], [0.101, -0.225, -0.132], [-0.124, -0.101, -0.011], [0.125, -0.072, 0.091], [-0.011, 0.058, 0.185], [-0.098, -0.102, 0.002], [0.163, 0.246, 0.090], [0.039, 0.184, -0.050]], "lowdin_charge": [0.13, -0.13, 0.09, 0.11, 0.13, 0.10, -0.09, -0.21, 0.10, 0.10, -0.17, 0.13, 0.10, 0.13, -0.13, -0.17, -0.22]}

[2]
{"formula": "C3H7OS", "method": "ωB97M-V with the def2-TZVPD basis set", "orbital_gap_ha": 0.2410, "max_force_ev_per_a": 0.702, "de_lowest_ev": 0.964, "homo_ev": -2.54, "total_charge": -1, "multiplicity": 1, "elements": ["H", "H", "H", "S", "H", "O", "C", "C", "H", "H", "C", "H"], "positions_angstrom": [[-2.762676, -0.588118, 1.279055], [-2.149905, 0.140728, -0.283579], [2.848308, -0.664852, 0.024870], [0.119681, -0.723846, 1.291247], [0.653019, -0.794934, -1.072293], [-4.162856, 0.058072, -0.034548], [2.298074, 0.247872, -0.189649], [0.800602, -0.061762, -0.272027], [0.274099, 0.868544, -0.508584], [2.461658, 0.990463, 0.594068], [-3.027611, -0.163247, 0.302784], [2.647604, 0.691076, -1.131347]], "forces_ev_per_angstrom": [[0.013, -0.261, 0.015], [0.065, -0.148, -0.221], [0.164, 0.019, 0.108], [0.114, -0.037, -0.029], [-0.152, 0.179, -0.085], [-0.285, -0.110, -0.254], [-0.478, 0.342, -0.180], [0.182, -0.122, 0.410], [-0.028, -0.081, -0.270], [0.138, -0.188, 0.126], [0.128, 0.523, 0.450], [0.139, -0.116, -0.070]], "lowdin_charge": [0.02, 0.04, 0.04, 0.12, 0.02, -0.06, -0.26, -0.85, 0.02, 0.04, -0.19, 0.04]}

[3]
{"formula": "FHNO", "method": "ωB97M-V with the def2-TZVPD basis set", "orbital_gap_ha": [0.2948, 0.2947], "max_force_ev_per_a": 2.321, "de_lowest_ev": 0.148, "homo_ev": [-2.34, -2.34], "total_charge": -1, "multiplicity": 1, "elements": ["F", "O", "N", "H"], "positions_angstrom": [[1.891020, -0.470584, 0.045634], [0.487179, 1.662573, 0.147692], [0.499545, 0.558532, -0.438335], [-0.315333, -0.075450, -0.028912]], "forces_ev_per_angstrom": [[0.079, -0.408, 0.650], [0.173, -0.964, 0.150], [-1.980, 0.844, -0.868], [1.728, 0.528, 0.068]], "lowdin_charge": [-0.54, -0.30, -0.22, 0.05]}

[4]
{"formula": "C6H8O2", "method": "ωB97M-V with the def2-TZVPD basis set", "orbital_gap_ha": 0.3623, "max_force_ev_per_a": 3.733, "de_lowest_ev": 3.314, "smiles": "C=C1CO[C@H]2C[C@@]12O", "homo_ev": -9.02, "total_charge": 0, "multiplicity": 1, "elements": ["H", "H", "C", "C", "C", "C", "H", "C", "O", "H", "O", "H", "H", "H", "C", "H"], "positions_angstrom": [[-0.860636, 2.357671, 0.493036], [2.321657, 1.890355, 0.075928], [1.066760, 0.152331, 0.138843], [2.201061, 0.869113, 0.035118], [-0.424516, 0.681103, 0.028551], [0.869716, -1.426152, 0.202760], [0.628646, -1.861560, 1.281416], [-1.146149, -0.532214, -0.478681], [-0.309772, -1.614216, -0.638657], [-1.859477, -0.244983, -1.228647], [-0.770504, 1.954903, -0.384873], [-2.370796, 0.187464, 1.077437], [3.062155, 0.276088, -0.009383], [-1.093496, -0.731491, 1.751176], [-1.387146, -0.191421, 0.903726], [1.735798, -1.915604, -0.234612]], "forces_ev_per_angstrom": [[-0.160, 0.802, -0.633], [-0.228, 2.117, -0.191], [-1.819, 0.564, 0.315], [-2.058, -3.084, 0.431], [1.931, -2.556, 0.864], [-0.883, 1.499, 0.666], [0.779, 1.097, -2.144], [0.818, 0.499, -0.232], [1.338, -1.197, -0.561], [-0.362, -0.873, -0.391], [0.215, -0.198, 1.199], [-0.460, 0.721, 0.047], [1.496, -0.543, -0.006], [0.899, -0.869, 0.674], [-1.255, 2.313, 0.001], [-0.250, -0.291, -0.040]], "lowdin_charge": [0.12, 0.04, -0.13, 0.08, -0.37, -0.09, 0.15, -0.28, -0.08, 0.16, 0.05, 0.11, 0.04, 0.09, -0.01, 0.11]}